A 5-piece molecular cluster, C28H51ClNO6P overall at a distorted geometry, computed with ωB97M-V with the def2-TZVPD basis set.

Geometry as XYZ:
```
88
Properties=species:S:1:pos:R:3:lowdin_charge:R:1
Cl 3.3975 3.4046 -0.6890 0.58
P 1.0005 1.0446 -0.9295 0.82
O -1.8985 -5.9131 3.1249 0.04
O -3.9326 6.6010 -3.3688 0.06
O 4.9361 -5.4221 0.5918 0.06
O 4.4014 -0.8555 0.0541 -0.13
O 1.3140 0.3891 -4.7225 0.07
O -3.3262 -2.0108 0.1056 0.05
N -1.2515 2.4091 2.5987 -0.03
C 5.6962 -4.7614 1.2667 -0.50
C 5.8328 -3.2740 1.0658 -0.03
C 3.1262 3.3174 2.0266 -0.15
C -1.9656 -6.0001 4.3324 -0.49
C -4.8958 5.9572 -3.0153 -0.51
C -3.1349 -3.2077 0.1812 -0.50
C 3.0658 2.3481 0.7590 -0.72
C -2.6926 -7.1404 4.9972 -0.02
C -0.8264 4.6494 -4.3228 -0.08
C -1.3252 -4.9714 5.2288 -0.02
C -2.9915 -4.0565 -1.0562 -0.02
C 1.6387 1.6794 0.7701 -0.38
C -0.7955 3.1775 -4.2890 -0.02
C 1.6568 3.4111 -3.7573 -0.08
C 0.7284 1.0203 -3.8684 -0.41
C -1.5870 1.1317 0.4062 -0.21
C 1.6298 4.8640 -3.7869 -0.06
C 0.2028 0.3643 -2.5490 -0.27
C 2.5760 0.0737 -1.2972 -0.25
C 0.4876 2.5665 -3.9951 -0.16
C -1.8553 1.1954 1.9592 -0.27
C 0.3220 5.4860 -4.0649 -0.08
C -5.3873 4.7774 -3.8152 -0.02
C 6.5429 -5.3964 2.3417 -0.03
C 2.9790 -0.9912 -0.1973 -0.25
C -3.0307 -3.9050 1.5114 -0.04
C -5.6514 6.3029 -1.7576 -0.03
C -0.3888 0.1408 0.0270 -0.28
H -2.9680 1.2957 2.0897 0.10
H -0.8212 -0.6477 -0.6485 0.06
H -5.1888 7.1696 -1.2853 0.08
H -2.5140 0.7494 -0.0833 0.10
H 5.1703 -2.9559 0.2668 0.05
H 7.6009 -5.2448 2.1200 0.08
H -0.9578 2.1856 3.5535 0.06
H 0.7395 2.4040 -1.2799 0.05
H 2.8513 -2.0375 -0.6073 0.12
H 1.6264 0.9170 1.5896 0.08
H 2.5562 5.4338 -3.5735 0.10
H -3.1023 -7.8016 4.2336 0.08
H 4.1850 3.6453 2.1932 0.07
H 0.2795 6.5946 -4.0628 0.10
H -2.0090 -4.5318 -1.0695 0.09
H -1.3181 2.1663 0.0591 0.10
H 2.5306 4.2242 1.7207 0.07
H 6.2969 -4.9637 3.3133 0.08
H -0.8390 -4.2113 4.6168 0.08
H -3.0875 -3.4255 -1.9403 0.08
H -2.0004 -7.7103 5.6197 0.09
H 3.8692 1.5678 0.8690 0.09
H 6.8602 -3.0298 0.7875 0.09
H -4.7517 4.6448 -4.6910 0.08
H -0.0107 -0.3990 0.9311 0.08
H 0.9154 2.4884 1.0927 0.07
H -0.9034 0.6168 -2.5147 0.10
H 5.5549 -2.7476 1.9804 0.09
H -2.0534 -4.3716 1.6104 0.07
H -0.5729 -5.4458 5.8615 0.09
H -3.1527 -3.1738 2.3119 0.08
H -6.6872 6.5474 -2.0009 0.08
H -3.7760 -4.8150 -1.0800 0.09
H -3.8166 -4.6566 1.6002 0.09
H 2.6617 2.8434 2.9278 0.08
H 3.4652 0.7205 -1.5423 0.08
H -5.3416 3.8711 -3.2083 0.09
H 0.2345 -0.7605 -2.6244 0.10
H 2.6382 2.9299 -3.5138 0.09
H 4.8266 -0.7888 -0.8181 0.09
H -1.6941 2.5489 -4.4661 0.11
H 6.3420 -6.4675 2.3744 0.08
H 2.3758 -0.9504 0.7388 0.10
H 2.3834 -0.5085 -2.2433 0.08
H -1.5712 0.2514 2.5024 0.11
H -3.5137 -6.7549 5.6046 0.09
H -5.6174 5.4636 -1.0604 0.08
H -1.8132 5.1297 -4.5262 0.08
H -1.9817 3.1205 2.7081 0.06
H -2.0862 -4.4903 5.8462 0.09
H -6.4114 4.9547 -4.1492 0.08
```

As for the SMILES: C[C@H](Cl)C[PH](CCO)(CCCN)CC(=O)c1ccccc1.CC(C)=O.CC(C)=O.CC(C)=O.CC(C)=O. Its charge is 0.

***

One molecule with the formula C4H8N4 at a distorted geometry, computed with ωB97M-V with the def2-TZVPD basis set.

Geometry as XYZ:
```
16
Properties=species:S:1:pos:R:3:lowdin_charge:R:1
N 1.5142 -0.1213 1.1177 0.01
N 0.2668 0.4231 -0.6541 0.02
N -0.7248 -0.0634 -1.5277 -0.09
N 0.9968 -1.8733 2.5451 0.03
C -1.0857 0.9946 -2.4661 -0.22
C -1.9515 0.8068 -1.3545 -0.15
C 0.3153 -0.3490 0.3266 -0.16
C 1.8295 -0.9352 2.2315 -0.30
H -0.5260 1.8913 -2.5637 0.09
H 1.2899 -2.4744 3.3556 0.06
H 1.9431 0.7440 1.0127 0.09
H -1.9779 1.5202 -0.5354 0.10
H -0.4235 -0.9546 0.8852 0.14
H 2.8625 -0.6469 2.7513 0.15
H -2.9583 0.2965 -1.5975 0.13
H -1.3704 0.7417 -3.5268 0.12
```

As for the SMILES: [H]/N=C/N/C=N/N1CC1. The energy above the lowest of the compared OMol25 structures with the same formula, charge and spin is 85.2 kcal/mol. Its charge is 0.

***

A 2-piece molecular cluster, C3H6N4S overall at a distorted geometry, computed with ωB97M-V with the def2-TZVPD basis set.

Geometry as XYZ:
```
14
Properties=species:S:1:pos:R:3:lowdin_charge:R:1
S -1.2425 2.2256 0.8805 0.62
N 2.1076 -2.6246 -0.8109 0.01
N 1.8416 -2.5200 -1.8447 0.02
N 0.3769 -0.7219 -0.1073 -0.07
N 0.8562 0.0919 -0.8418 -0.15
C 1.0882 0.8287 -1.7176 0.11
C -0.2488 -0.4665 1.1421 -0.28
C -1.5945 0.3161 0.9155 -0.43
H 1.6538 1.3682 -2.4026 0.05
H -0.4951 2.3040 -0.2714 -0.18
H -2.2596 0.4228 1.7464 0.02
H -2.1208 0.0000 -0.0115 0.08
H -0.3289 -1.4701 1.4635 0.08
H 0.3660 0.2458 1.8599 0.13
```

The energy above the lowest of the compared OMol25 structures with the same formula, charge and spin is 88.4 kcal/mol. Its charge is 0.

***

One molecule with the formula C5H7N, computed with ωB97M-V with the def2-TZVPD basis set.

Geometry as XYZ:
```
13
Properties=species:S:1:pos:R:3:lowdin_charge:R:1
N -0.8268 -1.7467 -1.1029 0.10
C 0.3431 -0.2675 0.5209 -0.28
C -0.6480 -0.1942 -1.6097 -0.10
C -0.2989 -1.2439 -0.1057 -0.17
C 0.3749 0.0964 1.9560 -0.08
C 0.4275 0.5958 -0.7413 -0.12
H 0.0807 1.6249 -0.5581 0.11
H -0.1586 -0.6688 2.5281 0.08
H 1.4193 0.6711 -1.2164 0.10
H 1.3929 0.1695 2.3502 0.07
H -0.1294 1.0564 2.1275 0.07
H -1.6239 0.2814 -1.5110 0.11
H -0.3528 -0.3744 -2.6374 0.11
```

The energy above the lowest of the compared OMol25 structures with the same formula, charge and spin is 101.5 kcal/mol. Its charge is 0.

***

A 12-piece molecular cluster, CH24O14 overall at a distorted geometry, computed with ωB97M-V with the def2-TZVPD basis set.

Geometry as XYZ:
```
39
Properties=species:S:1:pos:R:3:lowdin_charge:R:1
O 0.3753 0.8895 -0.1127 -0.02
O -1.1931 -0.5941 -0.1699 -0.10
O 1.3216 0.2980 -2.8494 -0.04
O -0.0308 2.9240 1.9320 -0.04
O 0.5030 -0.7120 1.2019 -0.03
O -1.1650 -1.8478 -2.5023 -0.04
O -3.1885 -0.1871 1.5264 -0.05
O -2.0790 1.2173 -1.7533 0.31
O 0.9219 -3.2749 0.0078 -0.03
O -2.2636 -3.2604 0.5216 -0.05
O 0.0002 2.9504 -2.2470 -0.03
O 2.5963 0.2841 2.1026 0.33
O 0.3507 -2.6251 3.1613 -0.06
O 2.2810 2.6577 -0.9162 -0.04
C -0.1228 -0.1128 0.3252 -0.91
H 0.8300 -2.4392 0.4653 -0.02
H -0.5267 -2.6650 3.5419 0.04
H -2.1074 -2.4610 0.0189 -0.01
H -2.5065 -0.3122 0.8665 -0.04
H -0.2719 3.8248 -1.9684 0.08
H 0.0246 2.2544 1.2502 -0.02
H 0.7825 2.8294 2.4279 0.02
H 1.7579 1.9081 -0.6323 -0.02
H -2.7191 0.1232 2.3008 0.03
H 0.7547 0.5172 -2.1099 -0.03
H -1.7751 0.5344 -1.1508 0.05
H -1.1383 -1.5099 -1.6072 -0.04
H 0.7504 2.7435 -1.6896 -0.02
H 1.8562 -0.0492 1.5899 0.04
H 0.2738 -1.9930 2.4467 -0.04
H 3.3404 0.5491 1.5571 0.17
H 1.1592 0.9906 -3.4898 0.04
H -1.3735 1.7915 -2.0602 0.09
H -0.3666 -2.3691 -2.5860 0.03
H 3.1753 2.3204 -0.9686 0.06
H 1.1471 -3.0332 -0.8906 0.03
H -1.4203 -3.4555 0.9304 0.01
H 2.7754 -0.3947 2.7573 0.18
H -2.7295 1.6886 -1.2276 0.17
```

The energy above the lowest of the compared OMol25 structures with the same formula, charge and spin is 0.0 kcal/mol. Its charge is 0.

***

C29H24BrN2O12S4W as an isolated structure at a distorted geometry, computed with ωB97M-V with the def2-TZVPD basis set.

Geometry as XYZ:
```
73
Properties=species:S:1:pos:R:3:lowdin_charge:R:1
W -0.8822 -0.3909 -0.4859 1.74
Br -1.6881 1.7157 1.9781 0.96
S -3.3756 0.1506 -0.5536 0.75
S -2.3187 -2.6665 -1.0231 0.82
S 1.6216 -2.6432 -0.5058 0.57
S 0.4728 -0.6645 -2.9747 0.59
O -1.1186 -2.8550 3.8459 0.15
O 0.6060 0.1577 0.7402 -0.17
O 1.0096 0.0413 -1.8017 -0.33
O 1.7640 -2.5627 4.5180 0.18
O -0.9794 -0.8071 -2.5675 -0.48
O 2.7556 -0.2230 2.9757 0.16
O -1.4487 -1.2226 1.2120 -0.33
O 0.2126 -2.0220 -0.5252 -0.60
O 0.6918 -0.0584 -4.2453 -0.24
O -0.9686 1.4424 -0.9336 -0.37
O 1.6112 -3.7851 0.3565 -0.25
O 2.6692 -1.6908 -0.3325 -0.23
N -4.3173 -3.5731 -4.0111 0.16
N -5.5666 0.4373 -3.5280 0.16
C 1.0836 -2.3394 -3.1874 -0.20
C -3.9774 -2.8828 -3.1561 -0.25
C 0.6725 -0.6231 1.7892 -0.31
C -0.3079 -2.1882 3.2623 -0.24
C -1.9356 3.5474 -1.7184 -0.07
C -3.0646 3.6153 -3.9629 -0.04
C 1.7285 -0.8167 2.7983 -0.25
C -1.2342 2.0034 -3.6117 -0.07
C 1.9506 -4.4809 -2.4909 -0.03
C -4.8550 -0.1214 -2.8155 -0.27
C -2.5466 7.2251 1.2648 -0.05
C -0.4420 -1.3631 2.0567 -0.28
C -4.8046 6.1508 1.0886 -0.05
C 1.8332 -4.9460 -3.7920 -0.05
C 1.1672 -1.9604 3.6785 -0.21
C 1.3423 -4.1156 -4.7837 -0.05
C -3.5184 -2.0411 -2.0902 -0.72
C -2.5469 4.1715 0.9548 -0.08
C -1.9612 2.9812 0.6045 -0.55
C -3.9498 -0.7762 -1.9278 -0.69
C -2.8327 5.1104 -0.0299 -0.16
C 1.5826 -3.1839 -2.1907 -0.22
C -3.8055 7.2918 -0.8802 -0.07
C -3.4891 6.4356 0.3466 -0.56
C -0.6899 4.4141 -3.6989 -0.04
C -2.5183 4.7591 -1.3273 0.02
C -1.7298 3.3858 -3.2304 -0.52
C -1.6110 2.6266 -0.7138 -0.32
C 0.9717 -2.8124 -4.4883 -0.04
H -4.6248 5.6746 2.0531 0.08
H -2.7323 5.4641 -2.1152 0.09
H -4.4792 6.7738 -1.5652 0.09
H -1.1248 1.9351 -4.6954 0.10
H -2.7773 4.3493 1.9960 0.10
H -3.0229 8.1540 1.5881 0.08
H -2.9414 3.3608 -5.0172 0.09
H -5.4408 5.4876 0.5005 0.09
H -1.6219 7.4761 0.7417 0.09
H -1.9288 1.2253 -3.2922 0.08
H 2.1099 -5.9654 -4.0258 0.11
H -5.3445 7.0831 1.2680 0.08
H -2.8994 7.5669 -1.4233 0.09
H -3.8433 2.9703 -3.5518 0.08
H 1.2352 -4.4816 -5.7959 0.11
H 0.2796 4.2095 -3.2407 0.09
H 0.5938 -2.1526 -5.2551 0.12
H -0.9830 5.4335 -3.4421 0.07
H -3.4080 4.6491 -3.9115 0.07
H -2.2853 6.6491 2.1532 0.08
H -4.2943 8.2136 -0.5593 0.08
H -0.2609 1.8201 -3.1719 0.06
H 2.3045 -5.1153 -1.6896 0.12
H -0.5736 4.3528 -4.7835 0.09
```

The energy above the lowest of the compared OMol25 structures with the same formula, charge and spin is 11.2 kcal/mol. Its charge is -1.

***

A 7-piece molecular cluster, C26H72N6O7 overall at a distorted geometry, computed with ωB97M-V with the def2-TZVPD basis set.

Geometry as XYZ:
```
111
Properties=species:S:1:pos:R:3:lowdin_charge:R:1
O 4.3130 -4.5508 0.0794 -0.08
O -4.6179 1.6199 -1.0878 -0.19
O -1.5876 3.8492 -3.5218 -0.20
O -3.1584 -2.7418 1.2712 -0.20
O 3.9110 3.5109 -0.7067 -0.20
O 3.0981 -2.1215 4.5590 -0.20
O 1.3181 1.0922 0.7137 -0.23
N -5.9239 -4.0163 2.3244 0.04
N 4.8650 0.1145 4.8197 0.04
N 2.4909 1.4914 -3.3925 0.05
N -0.1388 1.3283 -1.4872 0.09
N -2.3025 2.1100 -6.0311 0.04
N -4.4208 4.3772 -0.9311 0.05
C -4.0653 2.1627 0.0793 -0.23
C -4.8113 -4.6427 1.6097 -0.47
C 3.2251 1.7393 -2.1365 -0.44
C -0.3942 0.0979 -0.6607 -0.38
C -2.1554 -3.4387 1.9817 -0.12
C 1.9083 -4.4629 -0.0068 -0.08
C -0.7157 3.0819 -4.3326 -0.21
C -1.5133 1.8725 -4.8199 -0.43
C -6.1626 3.4774 0.5574 -0.07
C 3.9376 4.8758 -0.4193 -0.13
C -5.3437 -5.7793 0.7144 -0.06
C 3.6666 -1.7209 5.7892 -0.23
C -1.0704 5.1375 -3.2541 -0.10
C 4.6618 1.2901 -2.3637 -0.05
C -4.5558 0.2236 -1.1994 -0.10
C 5.6854 -0.8130 6.9567 -0.07
C 3.1210 3.2217 -1.8735 -0.19
C -4.6657 3.5450 0.2691 -0.43
C 0.7230 -0.1472 0.3643 -0.18
C 2.4617 0.9370 1.5303 -0.09
C 3.1963 -3.7117 -0.2261 -0.34
C -0.6696 0.6102 -5.0477 -0.06
C 3.1884 -3.5119 4.2899 -0.09
C -4.1235 -3.6459 0.7178 -0.22
C -0.5668 -1.0725 -1.6118 -0.07
C 5.0353 -1.1156 5.6067 -0.46
H -0.2174 5.0518 -2.5597 0.08
H -2.9714 2.2595 -0.0467 0.11
H -3.5639 -4.1570 -0.0780 0.13
H -6.5094 4.5015 0.7091 0.07
H -4.8854 -0.0145 -2.2076 0.09
H -1.3358 0.2185 -0.1149 0.12
H 0.6773 1.6804 -0.9863 0.04
H 0.3826 -0.6550 1.2716 0.13
H -0.7887 5.6636 -4.1654 0.09
H -3.9226 3.7635 -1.5691 0.05
H -3.5972 -0.2501 -0.9535 0.07
H 4.2586 -0.1846 4.0496 0.05
H 0.2013 2.8083 -3.8143 0.09
H -4.9294 -3.0721 0.2538 0.13
H 5.0499 -4.2714 -0.4687 0.08
H -6.0810 -6.3537 1.2713 0.07
H 1.8915 -4.7519 1.0436 0.07
H 3.3083 -2.7918 0.3599 0.10
H 5.1227 -0.0513 7.5038 0.08
H 3.5550 3.7617 -2.7217 0.13
H 2.6999 1.9296 1.9038 0.09
H 5.7315 -1.8307 5.1396 0.14
H -2.9500 2.8744 -5.8642 0.07
H -4.5060 -6.4349 0.4762 0.08
H -5.6193 -3.2343 2.8943 0.07
H 3.0133 -0.9330 6.1886 0.13
H -5.2634 -0.2375 -0.4913 0.09
H -2.4798 -3.6170 3.0085 0.09
H -6.3424 2.9140 1.4719 0.07
H -0.1186 0.6204 -5.9892 0.08
H 3.2067 -3.4019 -1.2799 0.11
H -4.2180 1.5265 0.9605 0.13
H 2.1034 3.5496 -1.6345 0.12
H 3.6451 -2.4919 6.5683 0.13
H 2.9400 5.2625 -0.1552 0.09
H -0.7147 -2.0171 -1.0765 0.07
H 5.2605 1.4529 -1.4702 0.08
H 4.3580 5.4653 -1.2404 0.09
H -6.6673 3.1094 -0.3326 0.08
H -2.2112 1.6373 -4.0105 0.13
H -1.9457 -4.4054 1.5065 0.09
H 6.6988 -0.4335 6.8225 0.07
H -0.8784 2.0023 -1.3170 0.07
H 2.6880 0.5643 -3.7576 0.07
H -1.6668 2.4347 -6.7550 0.07
H 1.4910 1.4454 -3.2003 0.00
H 2.8335 1.1713 -1.2841 0.11
H 1.0496 -3.8787 -0.3281 0.06
H 5.0722 1.8528 -3.2043 0.09
H 1.4925 -0.7714 -0.1255 0.12
H -1.7938 5.6687 -2.6341 0.08
H 5.7396 -1.7021 7.5885 0.07
H -3.8406 5.1944 -0.8064 0.06
H 4.2466 -3.7891 4.1704 0.09
H -0.4568 3.6464 -5.2452 0.13
H -1.2459 -2.8436 1.9307 0.08
H 0.3064 -1.2162 -2.2517 0.08
H 1.9832 -5.3391 -0.6518 0.08
H -4.1680 4.0100 1.1298 0.13
H -1.4421 -0.8399 -2.2164 0.07
H 5.6940 0.3485 4.2763 0.07
H 0.0458 0.4551 -4.2407 0.03
H 2.2670 0.2688 2.3759 0.08
H -6.3144 -4.6905 2.9736 0.07
H 2.7505 -4.0992 5.0970 0.09
H 3.2935 0.5501 0.9301 0.09
H 4.5354 5.0082 0.4856 0.09
H -1.3423 -0.2470 -5.0200 0.08
H -5.7501 -5.3623 -0.2055 0.08
H 2.7455 -3.6754 3.3109 0.07
H 4.6583 0.2292 -2.6169 0.07
H -4.1027 -5.1286 2.2947 0.12
```

As for the SMILES: COC[C@H](C)N.COC[C@H](C)N.COC[C@H](C)N.COC[C@H](C)N.COC[C@H](C)N.COC[C@H](C)N.CCO. The energy above the lowest of the compared OMol25 structures with the same formula, charge and spin is 27.0 kcal/mol. Its charge is 0.

***

no.,frontier orbital gap (eV)
1,8.13
2,9.60
3,9.30
4,7.82
5,8.45
6,6.22
7,9.43